Entry from the Open Molecules 2025 dataset: 6 unconnected molecules or ions with the total composition C14H35N5O14S (the ωB97M-V functional and the def2-TZVPD basis).

CARTESIAN COORDINATES (ANGSTROEM)
C (1.542, 1.963, -2.319)
C (0.839, 0.620, -2.509)
C (1.763, -0.563, -2.263)
O (1.095, -1.649, -1.555)
S (1.053, -3.052, -2.350)
O (1.001, -4.040, -1.314)
O (-0.433, -3.020, -3.072)
O (-1.489, -3.048, -2.098)
C (-2.261, -1.854, -2.256)
C (-3.089, -1.699, -0.994)
C (-2.172, -1.446, 0.203)
C (-4.203, -0.655, -1.141)
C (-3.680, 0.796, -1.318)
C (-5.172, -0.980, -2.284)
H (0.931, 2.751, -2.753)
H (2.523, 1.976, -2.787)
H (1.644, 2.191, -1.262)
H (0.019, 0.542, -1.799)
H (0.398, 0.567, -3.505)
H (2.163, -0.952, -3.200)
H (2.581, -0.251, -1.622)
H (-2.842, -1.931, -3.173)
H (-1.580, -1.013, -2.355)
H (-3.578, -2.660, -0.794)
H (-2.773, -1.420, 1.107)
H (-1.479, -2.280, 0.292)
H (-1.598, -0.528, 0.110)
H (-4.807, -0.667, -0.233)
H (-3.943, 1.144, -2.317)
H (-2.603, 0.866, -1.209)
H (-4.158, 1.466, -0.612)
H (-5.685, -1.925, -2.097)
H (-5.920, -0.192, -2.351)
H (-4.671, -1.048, -3.246)
C (5.297, 4.847, -3.793)
N (3.866, 4.431, -3.765)
O (3.455, 3.753, -4.684)
O (3.212, 4.801, -2.815)
H (5.751, 4.446, -4.690)
H (5.316, 5.932, -3.784)
H (5.764, 4.453, -2.896)
C (-2.530, 2.529, 3.301)
N (-2.666, 1.236, 2.582)
O (-1.826, 0.381, 2.770)
O (-3.629, 1.113, 1.848)
H (-1.638, 2.485, 3.913)
H (-2.462, 3.316, 2.556)
H (-3.423, 2.640, 3.905)
C (-5.245, -0.289, 5.599)
N (-5.311, 1.092, 6.155)
O (-4.634, 1.951, 5.622)
O (-6.039, 1.269, 7.104)
H (-4.560, -0.291, 4.760)
H (-4.901, -0.940, 6.397)
H (-6.250, -0.561, 5.294)
C (4.793, -0.305, 1.436)
N (4.155, 1.000, 1.109)
O (4.434, 1.965, 1.783)
O (3.374, 0.998, 0.175)
H (5.459, -0.169, 2.278)
H (3.994, -1.000, 1.676)
H (5.333, -0.629, 0.551)
C (5.788, -4.668, 1.873)
N (6.119, -3.306, 2.378)
O (7.143, -2.785, 1.990)
O (5.327, -2.800, 3.146)
H (6.577, -4.983, 1.201)
H (5.711, -5.321, 2.736)
H (4.831, -4.600, 1.364)

multiplicity: 1
LUMO energy: -0.003 Ha
max |F|: 0.68 eV/A

Here are the Mulliken charges for atoms 1 to 5, given in e:
1 C -1.378
2 C 0.414
3 C -0.421
4 O -0.176
5 S 0.637